(1)
{"formula": "C37H42N4O4P2RhS4", "method": "ωB97M-V with the def2-TZVPD basis set", "charge": 1, "spin_multiplicity": 1, "total_energy_ev": -118122.64443, "de_lowest_ev": 0.000, "homo_energy_ev": [-11.25, -11.25], "homo_lumo_gap_ev": [6.53, 6.53], "e_lumo_ha": [-0.17327, -0.17324], "elements": ["Rh", "C", "P", "C", "N", "C", "C", "C", "C", "C", "C", "N", "C", "P", "C", "C", "C", "C", "C", "C", "C", "C", "C", "H", "H", "H", "H", "H", "H", "H", "H", "H", "H", "H", "H", "H", "H", "H", "H", "H", "H", "H", "H", "H", "H", "H", "H", "H", "H", "H", "H", "O", "S", "N", "O", "S", "O", "N", "C", "S", "C", "C", "C", "C", "C", "C", "H", "H", "H", "H", "O", "S", "C", "C", "C", "C", "C", "C", "C", "C", "C", "C", "C", "C", "H", "H", "H", "H", "H", "H", "H", "H", "H", "H"], "xyz": [[-1.21, 0.61, -0.17], [-0.42, 0.29, 3.11], [0.36, 0.09, 1.46], [1.54, 1.50, 1.55], [2.45, 1.56, 2.47], [3.24, 2.64, 2.60], [4.21, 2.73, 3.61], [4.97, 3.86, 3.74], [4.79, 4.94, 2.85], [3.85, 4.89, 1.86], [3.06, 3.74, 1.70], [2.09, 3.67, 0.77], [1.34, 2.61, 0.67], [-0.08, 2.58, -0.48], [0.51, 3.35, -2.01], [-1.23, 3.91, 0.22], [-2.35, 4.16, -0.80], [-1.82, 3.31, 1.51], [-0.54, 5.24, 0.53], [1.30, -1.54, 1.68], [1.91, -1.96, 0.35], [0.21, -2.56, 2.09], [2.38, -1.47, 2.75], [0.33, 0.22, 3.89], [-1.17, -0.49, 3.24], [-0.92, 1.25, 3.17], [4.34, 1.89, 4.28], [5.71, 3.92, 4.52], [5.40, 5.83, 2.95], [3.71, 5.72, 1.18], [0.60, 4.42, -1.82], [-0.19, 3.17, -2.82], [1.49, 2.98, -2.28], [-2.86, 3.24, -1.06], [-1.96, 4.62, -1.71], [-3.08, 4.85, -0.37], [-2.22, 2.30, 1.32], [-2.65, 3.93, 1.86], [-1.07, 3.27, 2.29], [-0.39, 5.84, -0.37], [0.43, 5.11, 1.01], [-1.18, 5.81, 1.21], [1.15, -2.04, -0.44], [2.38, -2.94, 0.46], [2.67, -1.26, 0.04], [-0.72, -2.35, 1.57], [0.02, -2.54, 3.16], [0.54, -3.57, 1.83], [3.09, -0.67, 2.56], [2.93, -2.42, 2.75], [1.96, -1.33, 3.75], [-4.59, -0.04, -2.63], [-3.63, 1.05, -2.50], [-2.70, 1.07, -1.35], [4.21, 0.51, -0.65], [3.46, 0.94, -1.79], [3.70, 2.26, -2.29], [1.82, 0.76, -1.46], [1.27, -0.06, -2.29], [-0.38, -0.52, -2.26], [2.17, -0.65, -3.31], [1.85, -1.52, -4.34], [2.86, -1.95, -5.18], [4.17, -1.52, -4.98], [4.50, -0.65, -3.95], [3.48, -0.23, -3.13], [0.82, -1.84, -4.48], [2.64, -2.61, -6.00], [4.95, -1.88, -5.64], [5.52, -0.32, -3.79], [-2.30, -1.15, 0.58], [-3.53, -1.68, -0.17], [-4.20, -2.93, 0.93], [-3.41, -3.69, 1.77], [-4.00, -4.65, 2.58], [-5.38, -4.83, 2.54], [-6.17, -4.07, 1.70], [-5.58, -3.10, 0.89], [-2.88, -2.84, -1.38], [-1.64, -3.43, -1.18], [-1.16, -4.33, -2.12], [-1.91, -4.63, -3.25], [-3.15, -4.02, -3.44], [-3.64, -3.13, -2.50], [-2.34, -3.54, 1.79], [-3.38, -5.24, 3.24], [-5.84, -5.58, 3.18], [-7.24, -4.22, 1.67], [-6.18, -2.48, 0.23], [-1.04, -3.17, -0.32], [-0.19, -4.80, -1.97], [-1.53, -5.33, -3.98], [-3.72, -4.24, -4.33], [-4.60, -2.64, -2.65]]}

---

(2)
{"formula": "C37H43Br2IrN3O4Sb2", "method": "ωB97M-V with the def2-TZVPD basis set", "s_squared": 0.955, "charge": 2, "spin_multiplicity": 2, "total_energy_ev": -207709.72410, "de_lowest_ev": 3.746, "homo_energy_ev": [-11.56, -12.11], "homo_lumo_gap_ev": [4.03, 4.55], "e_lumo_ha": [-0.27661, -0.27787], "elements": ["Ir", "C", "Sb", "C", "C", "C", "C", "C", "C", "C", "C", "C", "Sb", "C", "C", "H", "H", "H", "H", "H", "H", "H", "H", "H", "H", "H", "H", "H", "H", "H", "H", "H", "H", "H", "H", "O", "C", "O", "C", "C", "C", "C", "C", "C", "H", "H", "H", "H", "H", "N", "C", "N", "C", "C", "C", "C", "C", "H", "H", "H", "H", "H", "H", "H", "H", "H", "H", "Br", "C", "C", "C", "C", "C", "C", "C", "O", "O", "H", "H", "H", "H", "Br", "C", "C", "C", "N", "C", "C", "H", "H", "H", "H"], "xyz": [[0.42, -0.94, -0.71], [-3.70, 3.88, 0.86], [-2.17, 2.76, 1.87], [-0.77, 4.39, 1.98], [-3.20, 3.49, 4.22], [-2.13, 3.74, 5.12], [-1.64, 5.07, 5.22], [-0.60, 5.40, 6.04], [-0.02, 4.42, 6.85], [-0.50, 3.12, 6.81], [-1.52, 2.73, 5.94], [-1.91, 1.30, 5.92], [-0.62, 0.05, 4.59], [-1.05, -1.73, 5.76], [1.22, 0.51, 5.62], [-3.64, 4.93, 1.17], [-4.69, 3.48, 1.10], [-3.52, 3.80, -0.21], [-1.26, 5.25, 2.44], [-0.48, 4.63, 0.96], [0.11, 4.11, 2.57], [-3.83, 2.61, 4.35], [-3.70, 4.36, 3.81], [-2.13, 5.84, 4.64], [-0.24, 6.42, 6.08], [0.78, 4.68, 7.53], [-0.08, 2.38, 7.48], [-2.93, 1.11, 5.59], [-1.72, 0.82, 6.88], [-1.19, -1.43, 6.80], [-0.23, -2.44, 5.70], [-1.97, -2.19, 5.39], [1.03, 0.54, 6.69], [1.61, 1.47, 5.29], [1.95, -0.27, 5.42], [-1.26, 2.52, -0.22], [-0.21, 1.84, -0.35], [0.01, 0.79, 0.38], [0.82, 2.38, -1.28], [0.49, 3.44, -2.12], [1.47, 4.04, -2.90], [2.79, 3.60, -2.82], [3.12, 2.53, -2.00], [2.13, 1.91, -1.24], [-0.53, 3.79, -2.16], [1.21, 4.85, -3.56], [3.56, 4.10, -3.39], [4.14, 2.17, -1.95], [2.39, 1.09, -0.58], [0.61, -2.77, -1.63], [0.60, -3.67, -2.35], [0.57, -4.70, -3.13], [0.03, -4.61, -4.51], [1.18, -4.70, -5.50], [2.00, -5.97, -5.27], [2.50, -6.04, -3.83], [1.34, -5.93, -2.84], [-0.54, -3.69, -4.61], [-0.65, -5.45, -4.64], [1.82, -3.82, -5.38], [0.77, -4.68, -6.51], [2.84, -5.99, -5.96], [1.38, -6.85, -5.48], [3.21, -5.22, -3.64], [3.03, -6.98, -3.64], [1.69, -5.90, -1.81], [0.67, -6.78, -2.96], [1.35, 0.02, -5.68], [-0.53, 0.09, -5.50], [-1.26, 0.23, -6.67], [-2.64, 0.29, -6.63], [-3.32, 0.20, -5.42], [-2.60, 0.06, -4.25], [-1.20, 0.01, -4.26], [-0.56, -0.22, -2.95], [-1.28, -0.41, -1.91], [0.69, -0.28, -2.75], [-0.74, 0.29, -7.62], [-3.19, 0.39, -7.56], [-4.40, 0.25, -5.40], [-3.11, -0.01, -3.30], [3.77, -5.64, 0.90], [2.77, -4.06, 1.04], [3.39, -2.83, 0.88], [2.60, -1.69, 0.92], [1.26, -1.73, 1.11], [0.70, -2.94, 1.33], [1.41, -4.12, 1.29], [4.46, -2.75, 0.73], [3.05, -0.71, 0.82], [-0.37, -2.95, 1.52], [0.91, -5.07, 1.46]]}

---

(3)
{"formula": "C37H43MoN4O4P2Si2", "method": "ωB97M-V with the def2-TZVPD basis set", "s_squared": 2.017, "charge": 1, "spin_multiplicity": 3, "total_energy_ev": -89406.51194, "de_lowest_ev": 0.811, "homo_energy_ev": [-10.74, -11.24], "homo_lumo_gap_ev": [6.80, 7.67], "e_lumo_ha": [-0.14477, -0.13139], "elements": ["Mo", "C", "Si", "C", "C", "N", "P", "C", "P", "N", "Si", "C", "C", "C", "C", "C", "C", "C", "C", "C", "C", "C", "C", "C", "C", "C", "C", "C", "C", "C", "C", "C", "C", "C", "C", "C", "C", "C", "H", "H", "H", "H", "H", "H", "H", "H", "H", "H", "H", "H", "H", "H", "H", "H", "H", "H", "H", "H", "H", "H", "H", "H", "H", "H", "H", "H", "H", "H", "H", "H", "H", "H", "H", "H", "H", "H", "C", "C", "N", "C", "C", "N", "C", "O", "O", "C", "O", "O", "H", "H", "H", "H", "H"], "xyz": [[-0.50, 0.24, 1.20], [-0.12, 2.89, 3.61], [1.41, 2.74, 2.54], [2.87, 2.11, 3.45], [1.74, 4.42, 1.84], [1.00, 1.61, 1.23], [1.26, 1.46, -0.39], [-0.37, 1.14, -0.84], [-0.79, -0.38, -1.50], [-0.80, -1.28, -0.08], [-0.73, -3.05, 0.17], [0.92, -3.70, -0.35], [-2.14, -3.81, -0.77], [-0.85, -3.41, 1.99], [-2.46, -0.25, -2.18], [-3.36, 0.63, -1.56], [-4.64, 0.78, -2.05], [-5.05, 0.06, -3.17], [-4.17, -0.79, -3.81], [-2.87, -0.94, -3.32], [0.19, -1.03, -2.86], [0.10, -2.35, -3.32], [0.81, -2.76, -4.43], [1.61, -1.85, -5.11], [1.69, -0.53, -4.69], [0.99, -0.12, -3.56], [1.97, 2.92, -1.17], [1.15, 3.72, -1.96], [1.66, 4.88, -2.53], [2.98, 5.24, -2.30], [3.80, 4.44, -1.51], [3.30, 3.28, -0.95], [2.57, 0.20, -0.56], [2.82, -0.68, 0.49], [3.81, -1.65, 0.36], [4.55, -1.75, -0.81], [4.31, -0.86, -1.85], [3.32, 0.11, -1.73], [-0.35, 3.93, 3.83], [-0.01, 2.36, 4.57], [-1.00, 2.48, 3.11], [3.20, 2.83, 4.21], [3.71, 1.94, 2.75], [2.64, 1.16, 3.94], [1.65, 5.15, 2.66], [1.01, 4.69, 1.07], [2.74, 4.52, 1.42], [1.33, -3.23, -1.25], [0.84, -4.78, -0.53], [1.64, -3.54, 0.45], [-1.81, -4.71, -1.29], [-2.56, -3.13, -1.51], [-2.94, -4.09, -0.09], [-0.33, -2.65, 2.58], [-0.34, -4.36, 2.18], [-1.88, -3.50, 2.36], [-3.03, 1.22, -0.72], [-5.32, 1.48, -1.57], [-6.06, 0.19, -3.55], [-4.48, -1.33, -4.69], [-2.19, -1.59, -3.85], [-0.53, -3.07, -2.80], [0.74, -3.78, -4.77], [2.17, -2.17, -5.98], [2.31, 0.18, -5.22], [1.04, 0.91, -3.24], [0.11, 3.43, -2.11], [1.02, 5.51, -3.14], [3.37, 6.15, -2.74], [4.83, 4.73, -1.34], [3.94, 2.66, -0.33], [2.29, -0.60, 1.42], [4.02, -2.32, 1.19], [5.32, -2.50, -0.90], [4.89, -0.93, -2.77], [3.16, 0.80, -2.54], [-4.18, -1.22, 1.11], [-3.38, -0.97, 2.33], [-2.12, -0.55, 2.43], [-1.80, -0.56, 3.78], [-2.86, -0.97, 4.49], [-3.84, -1.21, 3.56], [-3.15, -1.19, 5.93], [-2.17, -0.98, 6.78], [-4.26, -1.55, 6.24], [-0.41, -0.23, 4.14], [0.00, -0.26, 5.28], [0.32, 0.05, 3.09], [-3.55, -1.19, 0.23], [-4.97, -0.47, 0.99], [-4.65, -2.20, 1.17], [-4.76, -1.55, 3.82], [-1.34, -0.69, 6.33]]}

---

(4)
{"formula": "C37H44Br2Ge2N4O2S2Tl", "method": "ωB97M-V with the def2-TZVPD basis set", "charge": -1, "spin_multiplicity": 1, "total_energy_ev": -328620.36611, "de_lowest_ev": 0.210, "homo_energy_ev": -4.33, "homo_lumo_gap_ev": 6.28, "e_lumo_ha": 0.07181, "elements": ["Tl", "S", "C", "N", "N", "C", "C", "C", "C", "C", "C", "N", "N", "C", "C", "C", "C", "C", "C", "H", "H", "H", "H", "H", "H", "H", "H", "H", "H", "H", "Br", "C", "Br", "H", "H", "C", "C", "Ge", "C", "C", "C", "C", "Ge", "C", "C", "C", "C", "C", "C", "C", "C", "C", "C", "H", "H", "H", "H", "H", "H", "H", "H", "H", "H", "H", "H", "H", "H", "H", "H", "H", "H", "H", "H", "H", "H", "H", "H", "H", "H", "O", "C", "O", "C", "C", "C", "C", "S", "C", "C", "H", "H", "H", "H", "H"], "xyz": [[0.18, 1.07, -0.18], [1.93, 1.52, 1.75], [3.06, 0.20, 1.82], [4.07, 0.14, 2.62], [4.21, 1.16, 3.47], [5.25, 1.19, 4.37], [5.33, 2.26, 5.28], [6.36, 2.33, 6.19], [7.34, 1.34, 6.23], [7.26, 0.28, 5.33], [6.23, 0.20, 4.41], [3.05, -0.94, 0.98], [2.07, -1.06, 0.23], [2.12, -2.23, -0.59], [2.95, -3.32, -0.31], [2.94, -4.41, -1.16], [2.12, -4.43, -2.28], [1.30, -3.35, -2.55], [1.29, -2.25, -1.70], [3.53, 1.91, 3.45], [4.57, 3.03, 5.25], [6.40, 3.16, 6.88], [8.14, 1.40, 6.95], [8.01, -0.49, 5.35], [6.17, -0.62, 3.71], [3.58, -3.29, 0.56], [3.57, -5.26, -0.94], [2.12, -5.29, -2.94], [0.66, -3.35, -3.43], [0.66, -1.40, -1.91], [0.38, 5.49, -1.65], [-0.14, 4.37, -3.13], [-1.74, 3.34, -2.80], [0.66, 3.66, -3.28], [-0.33, 5.01, -3.98], [-3.70, 4.78, 1.47], [-2.39, 4.46, 0.78], [-1.55, 2.68, 1.15], [-1.14, 2.61, 3.11], [-2.31, 2.66, 4.09], [-3.11, 1.44, 1.08], [-3.27, 0.21, 0.56], [-1.78, -0.69, -0.41], [-2.22, -0.94, -2.34], [-3.01, -2.15, -2.83], [-1.34, -2.34, 0.65], [-1.44, -3.72, 0.00], [-4.55, -0.55, 0.73], [-4.68, -1.83, 0.19], [-5.85, -2.56, 0.33], [-6.93, -2.04, 1.01], [-6.82, -0.76, 1.56], [-5.66, -0.04, 1.42], [-4.12, 5.72, 1.11], [-3.59, 4.86, 2.55], [-4.46, 4.01, 1.29], [-1.64, 5.22, 1.02], [-2.52, 4.52, -0.31], [-0.42, 3.41, 3.33], [-0.58, 1.68, 3.26], [-2.79, 3.64, 4.10], [-1.98, 2.45, 5.11], [-3.07, 1.92, 3.84], [-3.96, 1.85, 1.61], [-1.27, -0.90, -2.87], [-2.75, -0.02, -2.61], [-2.55, -3.09, -2.51], [-3.04, -2.17, -3.92], [-4.04, -2.14, -2.48], [-2.00, -2.29, 1.51], [-0.33, -2.19, 1.03], [-2.46, -3.95, -0.32], [-1.15, -4.50, 0.71], [-0.79, -3.81, -0.87], [-3.85, -2.27, -0.34], [-5.91, -3.56, -0.10], [-7.85, -2.61, 1.12], [-7.66, -0.33, 2.10], [-5.61, 0.95, 1.86], [2.55, -2.64, -7.11], [1.46, -1.92, -6.71], [0.43, -2.05, -7.31], [1.63, -1.03, -5.54], [0.51, -0.31, -5.11], [0.59, 0.54, -4.02], [1.79, 0.69, -3.31], [1.95, 1.74, -1.91], [2.91, -0.02, -3.74], [2.83, -0.86, -4.84], [3.29, -2.45, -6.53], [-0.41, -0.43, -5.65], [-0.28, 1.09, -3.70], [3.83, 0.07, -3.19], [3.74, -1.40, -5.11]]}

---

(5)
{"formula": "C37H44N2OPdS2", "method": "ωB97M-V with the def2-TZVPD basis set", "charge": -2, "spin_multiplicity": 1, "total_energy_ev": -69256.75139, "de_lowest_ev": 0.000, "homo_energy_ev": 0.50, "homo_lumo_gap_ev": 3.57, "e_lumo_ha": 0.14973, "elements": ["Pd", "C", "C", "C", "C", "C", "C", "C", "C", "C", "C", "C", "C", "C", "C", "C", "N", "H", "H", "H", "H", "H", "H", "H", "H", "H", "H", "N", "S", "C", "C", "C", "C", "C", "C", "C", "C", "C", "C", "C", "C", "H", "H", "H", "H", "H", "H", "H", "H", "H", "H", "H", "C", "C", "C", "S", "O", "C", "C", "C", "H", "H", "H", "H", "H", "H", "H", "H", "H", "H", "H", "H", "H", "H", "C", "C", "C", "C", "H", "H", "H", "H", "H", "H", "H", "H", "H"], "xyz": [[-0.64, 0.52, -1.60], [-5.69, -1.11, 0.97], [-5.41, -2.46, 0.71], [-4.08, -2.80, 0.50], [-3.04, -1.88, 0.54], [-3.29, -0.52, 0.91], [-4.68, -0.18, 1.05], [-1.64, -2.39, 0.25], [-1.19, -3.34, 1.33], [-0.02, -3.95, 1.51], [1.27, -3.83, 0.82], [2.20, -4.85, 1.11], [3.45, -4.93, 0.55], [3.81, -3.92, -0.36], [2.95, -2.90, -0.65], [1.65, -2.78, -0.06], [1.01, -1.65, -0.48], [-6.72, -0.79, 1.10], [-6.19, -3.21, 0.65], [-3.84, -3.84, 0.27], [-4.90, 0.86, 1.26], [-1.97, -3.57, 2.05], [0.01, -4.65, 2.35], [1.88, -5.61, 1.81], [4.12, -5.74, 0.80], [4.79, -3.94, -0.84], [3.21, -2.12, -1.35], [1.94, 1.49, -1.39], [2.43, 2.79, -0.68], [1.37, 3.27, 0.71], [0.06, 2.81, 0.67], [-0.85, 3.25, 1.62], [-0.45, 4.14, 2.60], [0.86, 4.60, 2.64], [1.78, 4.17, 1.70], [3.93, 2.50, 0.30], [5.11, 3.12, -0.09], [6.30, 2.82, 0.57], [6.29, 1.89, 1.60], [5.11, 1.26, 1.98], [3.93, 1.57, 1.33], [1.95, 0.69, -0.75], [-0.26, 2.10, -0.11], [-1.85, 2.84, 1.58], [-1.16, 4.47, 3.35], [1.18, 5.29, 3.42], [2.80, 4.52, 1.73], [5.10, 3.83, -0.91], [7.22, 3.30, 0.27], [7.22, 1.64, 2.11], [5.11, 0.52, 2.77], [3.00, 1.08, 1.61], [-3.53, -2.57, -2.70], [-2.05, -2.42, -2.37], [-1.56, -3.15, -1.11], [-0.36, -0.98, 0.10], [-2.36, 0.32, 1.09], [0.19, -0.80, 1.86], [-0.70, -0.83, 3.10], [-0.98, 0.52, 3.74], [-3.75, -2.08, -3.65], [-4.16, -2.12, -1.94], [-3.82, -3.63, -2.79], [-1.82, -1.35, -2.26], [-1.44, -2.77, -3.20], [-0.54, -3.48, -1.24], [-2.15, -4.06, -0.96], [0.77, 0.13, 1.80], [0.91, -1.61, 1.93], [-0.15, -1.44, 3.83], [-1.62, -1.36, 2.90], [-0.06, 1.06, 3.97], [-1.53, 0.38, 4.69], [-1.60, 1.13, 3.09], [-1.25, 3.74, -3.05], [-0.59, 2.69, -3.94], [-0.86, 3.07, -5.41], [-1.01, 1.26, -3.60], [-0.89, 4.75, -3.27], [-1.08, 3.52, -1.99], [-2.33, 3.73, -3.20], [0.49, 2.76, -3.79], [-1.93, 3.01, -5.61], [-0.36, 2.38, -6.09], [-0.53, 4.09, -5.65], [-0.44, 0.58, -4.25], [-2.07, 1.12, -3.88]]}